{
  "formula": "C4H6S",
  "method": "wB97M-V/def2-TZVPD",
  "species": ["C", "C", "C", "C", "H", "H", "H", "H", "H", "H", "S"],
  "coordinates": [[-0.27252, -1.00635, 1.39830], [-0.12627, 0.30425, 0.87920], [-0.07691, 1.53080, 1.57137], [0.19145, 0.46805, -0.50476], [1.08534, -1.44158, 1.70364], [-0.74917, -2.04104, 0.66309], [-0.70209, -0.85811, 2.51150], [-0.08698, 1.56427, 2.66354], [-0.20774, 2.33882, 0.89076], [0.15994, 1.69249, -0.53109], [0.13789, -0.56471, -1.74788]],
  "atomic_forces_ev_per_a": [[2.07, -5.34, 3.61], [0.95, 2.88, 0.62], [-0.72, -3.99, -0.57], [-1.73, 3.78, -1.21], [-4.10, 1.09, -1.06], [1.43, 3.92, 2.43], [0.61, -1.20, -2.63], [-0.29, 0.34, -0.44], [0.51, 1.13, 0.47], [0.76, -2.94, -1.70], [0.51, 0.33, 0.48]],
  "nbo_charge": [-0.6437, -0.1646, -0.2970, -0.2852, 0.2166, 0.2909, 0.2328, 0.2118, 0.2008, 0.1784, 0.0592],
  "lumo_ev": -0.901,
  "fmax_ev_per_a": 6.8,
  "e_tot_ev": -15075.9282,
  "total_charge": 0,
  "relative_energy_kj_mol": 372.9
}